(1)
Below is 12 unconnected molecules or ions with the total composition C12H48O12, with properties calculated with ωB97M-V/def2-TZVPD.

Calculated values
- Kohn-Sham gap (eV) = 10.31
- HOMO level (eV) = -10.10
- net charge = 0

```
72
Properties=species:S:1:pos:R:3:forces:R:3:lowdin_charge:R:1
C -1.4926 2.7030 6.6964 0.9 0.4 -0.8 -0.1389
O -0.6698 2.6838 5.5084 0.0 -0.7 0.5 -0.1435
H -2.0936 3.5930 6.5097 -0.7 -0.5 0.8 0.0798
H -1.9497 1.7157 6.7634 -0.9 0.5 0.2 0.0779
H -0.8804 2.8148 7.5913 0.1 0.3 0.1 0.0692
H -0.5960 1.7341 5.3891 0.6 0.0 -0.8 0.0479
C -0.0506 -2.2314 5.9067 -0.4 -0.8 -0.7 -0.1589
O -0.5308 -1.3344 4.9150 -0.1 0.6 0.4 -0.1287
H 0.2039 -1.7722 6.8619 0.1 0.4 -0.4 0.0792
H -0.8391 -2.9580 6.1029 0.0 -0.2 0.3 0.0717
H 0.7865 -2.7672 5.4593 0.4 -0.1 0.5 0.0758
H -0.9832 -1.8880 4.2743 -0.1 0.2 -0.2 0.0669
C 3.3484 5.1899 -2.2951 -1.1 1.8 -0.4 -0.1162
O 3.6650 5.8488 -3.5993 0.4 -2.0 1.2 -0.1426
H 2.3022 5.4559 -2.1443 -0.1 -0.1 0.4 0.0630
H 3.3827 4.1078 -2.1680 0.5 0.0 -1.4 0.0706
H 3.9092 5.5670 -1.4399 0.3 0.4 -0.3 0.0667
H 3.7017 6.8001 -3.4757 -0.1 -0.1 0.4 0.0589
C 0.2649 0.0640 -0.2463 0.8 0.6 -1.1 -0.1509
O 1.2589 0.6255 0.6238 -0.3 -0.5 -0.2 -0.1229
H 0.0382 -0.9832 -0.0457 -0.4 0.3 0.8 0.0740
H -0.5636 0.7542 -0.4050 -0.5 -0.4 0.7 0.0763
H 0.6465 -0.0046 -1.2650 0.6 0.1 -0.2 0.0628
H 0.9504 1.4815 0.9298 0.0 0.0 0.0 0.0609
C -1.4477 -3.8441 -5.9313 0.7 0.8 -1.5 -0.1749
O -0.6433 -3.2696 -4.9147 -0.7 -0.5 0.7 -0.1198
H -2.0924 -3.0574 -6.3232 -0.2 0.0 0.3 0.0744
H -0.7677 -4.0468 -6.7587 -0.1 -0.4 -0.3 0.0710
H -2.0446 -4.7412 -5.7665 0.1 0.0 0.8 0.0767
H -0.2324 -3.9920 -4.4340 0.2 0.0 0.1 0.0717
C -1.2758 5.3906 0.8248 0.5 -0.7 -1.0 -0.1645
O -0.0874 4.7703 1.2610 0.5 -0.2 0.7 -0.1336
H -1.9112 4.6062 0.4135 -0.7 0.1 0.2 0.0710
H -1.7484 5.9697 1.6181 -0.1 0.2 -0.3 0.0823
H -0.9442 5.9476 -0.0516 -0.4 0.6 0.3 0.0779
H -0.2949 4.3224 2.0843 0.2 -0.1 0.2 0.0685
C -1.9928 2.6336 -3.9554 0.6 0.9 -3.5 -0.1790
O -2.9092 1.5555 -3.9842 0.2 -0.3 1.6 -0.1162
H -0.9357 2.4343 -3.7796 -0.2 -0.3 1.4 0.0790
H -1.8712 2.7820 -5.0284 0.2 0.8 -0.6 0.0672
H -2.3498 3.6240 -3.6731 -0.3 -0.6 1.0 0.0791
H -2.3105 0.8063 -4.0261 -0.5 -0.5 0.0 0.0729
C 1.1102 -6.0885 1.2172 0.1 0.5 1.2 -0.1752
O 2.4856 -6.3495 1.1633 1.0 -0.3 -0.5 -0.1276
H 0.9093 -5.1957 0.6250 -0.2 -0.5 -0.4 0.0812
H 0.5258 -6.9825 0.9995 -0.3 0.3 -0.4 0.0776
H 0.9374 -5.7837 2.2493 -0.8 0.0 0.1 0.0723
H 2.7157 -6.8234 1.9658 0.2 0.0 -0.1 0.0726
C -6.2963 3.9105 -0.9999 -0.5 -0.4 -0.1 -0.1552
O -5.9312 2.5205 -0.9400 0.0 0.8 -0.3 -0.1232
H -5.9149 4.3843 -1.9044 0.4 0.1 0.2 0.0740
H -7.3753 4.0151 -1.1133 -0.2 -0.2 0.3 0.0699
H -5.9939 4.4177 -0.0837 0.2 0.1 -0.2 0.0726
H -5.2828 2.4326 -1.6424 0.1 -0.5 0.1 0.0580
C 4.3850 -3.8185 -3.6120 0.0 -1.0 -0.2 -0.1326
O 3.4826 -4.9461 -3.3238 0.7 1.5 -0.7 -0.1381
H 5.4081 -4.1480 -3.4313 0.1 0.3 0.6 0.0721
H 4.4540 -3.5498 -4.6661 -0.8 -0.5 -0.3 0.0681
H 4.1060 -2.8880 -3.1176 0.1 -0.3 0.5 0.0710
H 3.7732 -5.3118 -2.4850 0.0 0.0 0.1 0.0597
C 6.1653 1.5147 1.0588 -0.6 -0.2 0.0 -0.1485
O 5.7423 0.1208 0.9628 0.4 1.4 0.6 -0.1232
H 5.5274 2.2501 1.5493 -1.2 -0.6 0.2 0.0640
H 7.0156 1.6312 1.7306 0.6 -0.6 -0.7 0.0730
H 6.2511 1.9346 0.0566 0.8 -0.1 0.0 0.0703
H 4.7840 0.0901 0.9160 -0.1 0.1 0.0 0.0615
C -3.5282 -4.4404 1.0946 -0.1 -0.8 0.4 -0.1648
O -3.0500 -3.8133 2.2712 0.1 0.5 0.1 -0.1295
H -2.9658 -4.0437 0.2494 -0.2 -0.1 0.1 0.0818
H -3.3990 -5.5180 1.1951 0.4 -0.2 -0.4 0.0715
H -4.6038 -4.3550 0.9399 -0.1 0.7 0.0 0.0732
H -3.3870 -4.2579 3.0525 -0.1 -0.1 -0.1 0.0706
```
Forces are in eV/Å.

---

(2)
Below is a molecular structure, C12H4BrF5IMnO4S2, with properties calculated with ωB97M-V/def2-TZVPD.

Calculated values
- spin multiplicity = 5
- Kohn-Sham gap (spin up / spin down) (eV) = 6.46 / 8.24
- HOMO level (spin up / spin down) (eV) = -9.24 / -9.38
- expectation value of S² = 6.11
- net charge = 0

```
30
Properties=species:S:1:pos:R:3:forces:R:3:lowdin_charge:R:1
Mn -1.6830 -0.6952 0.5475 0.2 0.4 0.0 0.4937
F 2.4803 0.5096 5.4032 -0.1 -0.1 -0.2 0.1397
C 2.0280 0.1641 4.1979 0.2 0.1 0.5 -0.1276
C 0.8685 0.7277 3.7085 -0.3 0.4 0.2 -0.1342
F 0.1888 1.6170 4.4353 0.1 -0.2 -0.1 0.1389
C 0.4288 0.3543 2.4622 -0.4 0.1 -0.2 -0.2108
F -0.7384 0.9043 2.0037 0.4 0.0 0.1 0.0329
C 1.0876 -0.5665 1.6691 -0.1 0.0 -0.2 -0.4906
S 0.5067 -0.9968 0.0635 0.0 0.0 -0.1 0.7208
C 2.2445 -1.1207 2.1940 0.2 -0.2 -0.2 -0.2303
F 2.9409 -2.0146 1.4899 -0.1 0.1 0.0 0.1022
C 2.7159 -0.7602 3.4385 0.4 -0.2 0.2 -0.1302
F 3.8401 -1.3027 3.9156 -0.2 0.1 -0.1 0.1336
O -4.2946 -1.6464 3.0005 0.1 0.2 0.0 -0.2271
S -3.5085 -1.6094 1.8226 -0.2 -0.3 0.2 0.3651
O -3.7803 -2.5422 0.7527 -0.1 0.0 0.1 -0.3154
O -1.9640 -1.6945 2.1171 -0.1 -0.2 -0.1 -0.3879
O -3.4231 -0.2007 1.1553 0.0 -0.2 -0.1 -0.4418
Br -1.2077 -1.7212 -4.9986 0.0 0.0 0.0 0.7534
C -0.4783 -0.1603 -4.2326 0.0 0.0 -0.1 -0.7394
C 0.5839 0.4482 -4.8873 0.1 0.1 0.0 -0.1228
C 1.1535 1.5980 -4.3642 0.0 0.0 0.0 -0.0617
C 0.6616 2.1480 -3.1878 0.2 0.1 -0.1 -0.0681
C -0.3972 1.5458 -2.5374 0.0 0.1 0.2 -0.1641
C -0.9626 0.3955 -3.0581 0.0 -0.2 -0.1 -0.6991
I -2.5592 -0.4778 -2.0321 -0.1 0.1 0.0 1.2395
H 0.9596 0.0128 -5.8042 0.0 0.0 0.0 0.1048
H 1.9857 2.0642 -4.8807 -0.1 0.0 0.1 0.1139
H 1.1026 3.0477 -2.7732 0.0 -0.1 0.0 0.1144
H -0.7802 1.9718 -1.6208 0.0 0.0 0.0 0.0981
```
Forces are in eV/Å.

---

(3)
Below is a molecular structure, C12H6BrN4O9Zr, with properties calculated with ωB97M-V/def2-TZVPD.

Calculated values
- Kohn-Sham gap (spin up / spin down) (eV) = 3.11 / 3.11
- HOMO level (spin up / spin down) (eV) = -18.17 / -18.17
- net charge = +3

```
33
Properties=species:S:1:pos:R:3:forces:R:3:lowdin_charge:R:1
Zr -0.3759 -0.4637 -1.2266 0.3 -0.8 1.4 1.8813
O -0.3921 5.2108 -4.3328 0.0 0.1 -0.2 0.2507
C -0.3465 4.1750 -3.5759 -0.1 -0.4 -0.1 -0.1933
C 0.0137 4.2460 -2.1927 0.0 -0.1 0.0 0.2003
C 0.1078 3.2256 -1.2529 0.2 0.5 0.3 0.0286
N -0.1035 1.9196 -1.3639 -0.4 -0.5 -1.5 0.0386
C -0.7275 1.6877 -3.7068 -0.2 -0.4 -0.5 -0.3262
Br -1.1825 -1.0127 -4.0359 0.0 0.3 -0.3 1.1330
C -0.6843 2.9722 -4.2456 0.1 0.4 0.2 0.2386
H -0.1764 6.0912 -3.9687 0.0 0.0 0.1 0.2024
H 0.2508 5.2382 -1.8121 0.0 0.0 0.0 0.1716
H 0.4039 3.5114 -0.2462 0.0 0.0 0.0 0.1690
H -0.9360 3.0725 -5.3004 0.0 -0.1 0.0 0.1900
O -0.7368 -4.3917 -0.3563 0.0 0.4 -0.4 0.2587
C -0.5112 -3.2598 -0.1308 0.3 -1.2 1.8 -0.4062
O -0.6344 -2.2774 -1.1285 -0.2 -0.4 -0.6 -0.2699
C -0.0727 -2.7239 1.2112 0.0 0.3 -0.4 -0.0306
C 0.0678 -3.6625 2.2294 -0.1 0.0 -0.2 0.1129
C 0.4619 -3.2578 3.4877 0.1 -0.1 0.5 -0.0370
C 0.7304 -1.9358 3.8093 0.0 -0.2 0.1 0.1392
C 0.5913 -1.0220 2.7947 -0.2 0.9 -1.0 -0.0326
C 0.1973 -1.3723 1.5024 0.1 -1.0 1.0 -0.1973
O 0.0884 -0.3646 0.5817 -0.1 -0.1 -0.2 -0.2235
N 0.8333 0.4478 2.9491 0.2 -0.8 0.9 -0.3626
O -0.0633 1.0821 3.4491 0.1 0.1 -0.3 0.1571
O 1.9196 0.8357 2.5783 -0.3 0.2 -0.2 0.1336
N 0.6122 -4.3057 4.5861 -0.2 0.7 -0.9 -0.3293
O 0.3383 -5.4293 4.2491 0.1 0.0 0.4 0.1459
O 0.9787 -3.8787 5.6489 0.0 -0.3 0.0 0.1470
H -0.1384 -4.7031 2.0125 0.0 0.0 0.2 0.1556
H 1.0330 -1.6637 4.8132 0.0 0.0 0.0 0.1635
O -1.0757 0.7463 -4.5711 0.0 0.1 0.1 -0.3805
N -0.4711 1.2626 -2.4555 0.2 2.5 -0.3 -0.1287
```
Forces are in eV/Å.

---

(4)
Below is a molecular structure, C12H6Cl3FIrN19, with properties calculated with ωB97M-V/def2-TZVPD.

Calculated values
- Kohn-Sham gap (eV) = 6.16
- HOMO level (eV) = -1.79
- net charge = -2

```
42
Properties=species:S:1:pos:R:3:forces:R:3:lowdin_charge:R:1
Ir -0.4754 0.5432 0.1420 -0.9 0.2 -0.1 0.8859
N -0.3186 -0.1783 -3.2784 0.0 0.0 0.1 0.1089
C 0.1764 -1.0675 -2.3709 0.0 0.1 0.2 -0.3996
N 0.5100 -2.3105 -2.7956 0.0 0.0 -0.2 0.0730
N 0.9257 -2.9715 -1.7682 0.0 0.0 0.0 0.0434
N 0.8505 -2.1739 -0.7297 0.0 -0.3 -0.1 -0.1150
N 0.3391 -0.9614 -1.0381 0.1 0.1 -0.2 -0.0197
C 0.2275 1.0716 -3.6602 0.1 0.2 0.0 -0.5457
N 0.0421 1.4730 -4.9121 0.1 0.1 -0.1 -0.0366
N 0.7182 2.6365 -4.9706 -0.1 0.0 -0.1 -0.1769
N 1.2643 2.8902 -3.8180 -0.2 -0.1 -0.1 -0.1649
N 0.9586 1.9070 -2.9474 0.1 -0.3 0.4 -0.0173
H -0.5667 -0.6708 -4.1255 -0.1 0.0 0.0 0.1136
N -0.0610 3.0109 2.5061 0.2 0.2 0.1 0.1429
C -1.1677 3.0450 1.7192 -0.4 0.3 -0.3 -0.4056
N -2.0986 4.0212 1.6477 0.1 -0.3 0.1 0.0656
N -2.9496 3.6483 0.7104 0.0 0.3 -0.1 0.0320
N -2.5272 2.5108 0.2312 0.1 -0.2 0.0 -0.1148
N -1.4280 2.0922 0.8529 0.3 -0.1 0.0 -0.0815
C 0.6737 1.8467 2.6868 0.1 -0.5 -0.4 -0.4819
N 1.3735 1.6348 3.7804 -0.1 -0.1 0.2 0.0032
N 1.8693 0.3928 3.6165 0.3 0.0 0.2 -0.1091
N 1.5031 -0.0990 2.4863 0.2 0.4 -0.1 -0.0816
N 0.7478 0.8089 1.8342 -0.1 -0.1 -0.1 -0.1444
H -0.0356 3.6505 3.2798 0.0 0.0 0.1 0.1325
Cl -4.6005 0.6715 -2.7047 0.0 -0.1 0.0 0.5714
C -4.2276 1.8816 -1.4867 -0.2 0.1 -0.1 -1.5170
Cl -4.2330 3.4952 -2.2676 0.0 -0.1 0.1 0.5377
Cl -5.5561 1.8716 -0.2515 0.1 0.0 -0.1 0.4959
C -2.9005 1.5737 -0.8465 -0.3 0.4 0.2 -0.6311
N -2.1423 0.6183 -1.0680 0.9 -0.4 0.1 -0.0433
F 3.0841 -4.4632 3.7429 0.0 0.0 0.0 0.0349
C 2.5424 -3.8522 2.6599 -0.2 0.0 0.2 -0.2834
C 1.3091 -3.2541 2.7779 0.2 0.0 0.4 -0.0147
C 0.7630 -2.6216 1.6791 -0.6 -0.3 0.1 -0.0528
C 1.4297 -2.6604 0.4837 0.3 0.3 -0.4 -0.2060
C 2.6871 -3.2433 0.3812 -0.1 0.1 -0.2 -0.0135
C 3.2494 -3.8529 1.4809 0.4 -0.1 0.0 -0.0189
H 0.8140 -3.2284 3.7378 0.0 0.0 0.0 0.1193
H -0.2066 -2.1506 1.7329 0.0 0.2 0.0 0.0919
H 3.2076 -3.2267 -0.5650 0.0 0.0 0.0 0.1116
H 4.2288 -4.3091 1.4348 0.0 0.0 0.0 0.1119
```
Forces are in eV/Å.

---

Which formula does entry 1 have?
C12H48O12

---

Among the records above, which one has the lowest net charge?
C12H6Cl3FIrN19